Entry 1:
Here is a 2-piece molecular cluster, C2H8N2S overall from the OMol25 dataset. Energies are from wB97M-V/def2-TZVPD.

XYZ file:
```
13
Properties=species:S:1:pos:R:3:mulliken_charge:R:1
S 2.0381 1.9625 -1.5733 -0.33
H 1.6764 1.9507 -0.2727 0.13
C -0.1019 -0.7906 0.2917 -0.43
C -0.9702 0.2179 0.1907 0.07
N -2.1419 0.2490 0.9718 -0.54
N 0.9451 -1.1505 -0.6039 -0.54
H -0.2482 -1.4789 1.1316 0.18
H -0.9129 1.0059 -0.5511 0.35
H -2.2468 1.0706 1.5589 0.22
H -2.1701 -0.5572 1.5905 0.24
H 0.8329 -2.0706 -1.0090 0.24
H 1.8465 -1.1396 -0.1376 0.26
H 1.4531 0.7308 -1.5875 0.16
```

Calculated values
E_tot, eV: -16018.2295
HOMO energy, eV: -8.7
SMILES: N/C=C/N.S
Relative energy (zero: lowest compared OMol25 entry of this formula, charge and spin), kJ/mol: 54.6

Entry 2:
Here is C2H8N2S as an isolated structure from the OMol25 dataset. Energies are from wB97M-V/def2-TZVPD.

XYZ file:
```
13
Properties=species:S:1:pos:R:3:mulliken_charge:R:1
C -1.4051 -0.6005 1.7854 -0.83
S 0.4381 -0.5555 1.9679 -0.42
H -1.7044 -1.2798 0.9795 0.27
H -1.7905 -1.1172 2.6331 0.31
H -1.7940 0.4935 1.7774 0.21
N 1.5235 -0.4030 -0.6859 -0.38
C 0.8983 0.3120 -1.6130 0.11
N -0.2115 1.0959 -1.4323 -0.41
H 0.8729 -0.7899 0.4146 0.14
H 2.5385 -0.5966 -0.9249 0.20
H 1.4076 0.4296 -2.5795 0.32
H -0.0476 2.0867 -1.7446 0.26
H -0.7258 0.9248 -0.5779 0.23
```

Calculated values
E_tot, eV: -16017.3482
HOMO energy, eV: -7.3
Relative energy (zero: lowest compared OMol25 entry of this formula, charge and spin), kJ/mol: 139.6

Entry 3:
Here is one molecule with the formula C2H8N2S from the OMol25 dataset. Energies are from wB97M-V/def2-TZVPD.

XYZ file:
```
13
Properties=species:S:1:pos:R:3:mulliken_charge:R:1
N 1.4501 0.3505 1.0776 -0.88
N -0.3685 -0.5728 1.5065 -0.86
C 0.3448 -1.2450 -1.0868 -0.86
C -0.9445 1.4196 -0.3032 -0.83
S 0.1696 0.0637 0.0959 0.85
H 1.6824 -0.5452 1.5140 0.31
H -0.0294 0.0321 2.2385 0.32
H 0.8224 -2.0993 -0.5921 0.30
H 1.0204 -0.9291 -1.8456 0.34
H -0.6330 -1.5533 -1.4528 0.34
H -1.9659 1.0533 -0.4247 0.33
H -0.6141 1.8936 -1.2273 0.35
H -0.9344 2.1318 0.5000 0.28
```

Calculated values
E_tot, eV: -16011.8871
HOMO energy, eV: -6.1
SMILES: CS(C)(=N)=N
Relative energy (zero: lowest compared OMol25 entry of this formula, charge and spin), kJ/mol: 666.6

Entry 4:
Here is a 2-piece molecular cluster, C2H8N2S overall from the OMol25 dataset. Energies are from wB97M-V/def2-TZVPD.

XYZ file:
```
13
Properties=species:S:1:pos:R:3:mulliken_charge:R:1
C -1.5856 -1.4413 0.0941 -0.72
S -1.2301 0.3401 -0.0505 -0.39
H -2.6033 -1.5416 0.4730 0.28
H -1.5783 -1.9011 -0.8900 0.22
H -0.9535 -1.9454 0.8227 0.19
N 1.4335 -0.2251 0.9858 -0.40
C 1.2151 -0.0521 -0.3127 -0.03
N 1.5224 1.1230 -0.9462 -0.50
H 1.1570 0.4985 1.6299 0.28
H 1.4324 -1.1738 1.3133 0.26
H 1.1716 -0.9505 -0.9192 0.31
H 0.8036 1.3430 -1.6192 0.27
H 1.9542 1.8596 -0.4164 0.22
```

Calculated values
E_tot, eV: -16017.8165
HOMO energy, eV: -7.2
Relative energy (zero: lowest compared OMol25 entry of this formula, charge and spin), kJ/mol: 94.5

Entry 5:
Here is a 2-piece molecular cluster, C2H8N2S overall from the OMol25 dataset. Energies are from wB97M-V/def2-TZVPD.

XYZ file:
```
13
Properties=species:S:1:pos:R:3:mulliken_charge:R:1
C -1.6906 -0.7602 -1.4639 -0.85
S -1.7333 0.4366 -0.1011 -0.57
H -2.6219 -0.6237 -2.0177 0.26
H -1.7299 -1.8488 -1.2837 0.25
H -0.7686 -0.6107 -2.0456 0.20
N 1.1279 1.0675 -0.1704 -0.48
C 1.1161 0.0569 0.6770 0.31
N 1.3734 0.0758 1.9636 -0.39
H 1.0071 1.9927 0.2126 0.24
H 0.5011 0.8718 -0.9494 0.24
H 0.8141 -0.8768 0.2202 0.32
H 1.1350 -0.7286 2.5050 0.25
H 1.4696 0.9475 2.4532 0.22
```

Calculated values
E_tot, eV: -16017.3069
HOMO energy, eV: -6.3
Relative energy (zero: lowest compared OMol25 entry of this formula, charge and spin), kJ/mol: 143.6

Entry 6:
Here is one molecule with the formula C2H8N2S2 from the OMol25 dataset. Energies are from wB97M-V/def2-TZVPD.

XYZ file:
```
14
Properties=species:S:1:pos:R:3:mulliken_charge:R:1
C 1.3331 0.2451 0.2905 -0.89
C -1.1999 0.2216 -0.1245 -0.24
N 0.4132 -0.7797 -1.5803 -0.65
N 0.2263 0.2848 -0.6930 -0.10
S -1.5148 1.6720 0.8680 -0.16
S -1.3882 -1.3544 0.9576 -0.23
H 1.0078 -0.5267 0.9686 0.32
H 2.1874 0.0514 -0.2166 0.43
H 1.2413 1.1046 0.9659 0.29
H -1.9250 0.0018 -0.7920 0.48
H 0.2133 -1.7585 -1.1097 0.24
H 1.2865 -0.7474 -1.9941 0.26
H -0.5322 2.3268 0.3729 0.11
H -1.3487 -0.7414 2.0869 0.15
```

Calculated values
E_tot, eV: -26851.9153
HOMO energy, eV: -8.6
SMILES: CN(N)C(S)S
Relative energy (zero: lowest compared OMol25 entry of this formula, charge and spin), kJ/mol: 244.0

Entry 7:
Here is a 2-piece molecular cluster, C2H8N3 overall from the OMol25 dataset. Energies are from wB97M-V/def2-TZVPD.

XYZ file:
```
13
Properties=species:S:1:pos:R:3:mulliken_charge:R:1
C 0.3791 0.2088 1.3576 -0.58
C 0.4861 -0.6143 0.0790 0.20
N 0.9845 0.5501 -0.0382 0.30
N 1.6054 1.5171 -0.6773 -0.59
N -1.6092 -1.1602 -0.4599 -0.72
H -0.5385 0.6058 1.7338 0.26
H 1.0585 -0.0503 2.1804 0.24
H 0.6397 -1.4716 -0.4089 0.51
H 1.4015 2.5377 -0.4043 0.31
H 1.6489 1.3984 -1.6953 0.27
H -1.7363 -0.7747 -1.3564 0.28
H -2.3756 -0.7021 0.0048 0.26
H -1.9443 -2.0446 -0.3154 0.25
```

Calculated values
E_tot, eV: -6663.0573
HOMO energy, eV: -13.8
Total charge: +1
Relative energy (zero: lowest compared OMol25 entry of this formula, charge and spin), kJ/mol: 537.6

Entry 8:
Here is an isolated ion of composition C2H8N3 and charge +1 from the OMol25 dataset. Energies are from wB97M-V/def2-TZVPD.

XYZ file:
```
13
Properties=species:S:1:pos:R:3:mulliken_charge:R:1
C 2.4201 0.2841 -0.0753 -0.24
C -1.0495 -0.5091 0.4845 -0.39
N 1.1708 0.5062 0.0938 -0.34
N 0.1417 -0.8079 -0.2285 -0.36
N -1.5279 0.7456 -0.1441 -0.32
H 3.0552 1.0958 -0.0026 0.30
H 2.6837 -0.6601 -0.5881 0.24
H -1.8557 -1.2809 0.2458 0.36
H -0.8785 -0.5129 1.5460 0.36
H 0.5455 -1.7162 -0.3567 0.26
H -2.4329 1.1752 0.1855 0.34
H -1.6021 0.3618 -1.1440 0.41
H -0.6704 1.3184 -0.0162 0.39
```

Calculated values
E_tot, eV: -6664.5680
HOMO energy, eV: -14.2
Total charge: +1
SMILES: C=NNC[NH3+]
Relative energy (zero: lowest compared OMol25 entry of this formula, charge and spin), kJ/mol: 391.8

Entry 9:
Here is an isolated ion of composition C2H8N3O and charge +1 from the OMol25 dataset. Energies are from wB97M-V/def2-TZVPD.

XYZ file:
```
14
Properties=species:S:1:pos:R:3:mulliken_charge:R:1
C 0.5143 -0.2825 0.5626 1.13
C 1.8575 -0.0609 0.0756 -1.50
N 0.3809 -1.1987 1.6205 -0.44
N -0.5529 -0.4356 -0.3572 -0.34
N -1.6487 0.5874 -0.2609 -0.25
O 0.0145 0.2513 1.7275 -0.51
H 2.1728 0.9916 0.2121 0.30
H 2.1053 -0.3306 -0.8549 0.47
H 2.4964 -0.5938 0.6764 0.44
H -0.4703 -1.8947 1.5309 0.32
H -0.3524 -0.7329 -1.3173 0.29
H -1.4877 1.4644 -0.6621 0.31
H -1.6281 0.8159 0.7570 0.37
H -2.4743 0.0458 -0.7497 0.40
```

Calculated values
E_tot, eV: -8709.9418
HOMO energy, eV: -14.3
Total charge: +1
SMILES: C[C@@]1(N[NH3+])NO1
Relative energy (zero: lowest compared OMol25 entry of this formula, charge and spin), kJ/mol: 630.4

Entry 10:
Here is a 2-piece molecular cluster, C2H8N3O overall from the OMol25 dataset. Energies are from wB97M-V/def2-TZVPD.

XYZ file:
```
14
Properties=species:S:1:pos:R:3:mulliken_charge:R:1
C 1.3742 -0.2895 0.1542 0.02
C -1.1223 -0.2106 -0.1167 0.01
N 1.8921 -0.3363 -1.0926 -0.24
N -1.4911 -0.2431 1.1902 -0.30
N -0.9268 0.8964 -0.8344 -0.35
O 2.0065 0.7146 0.8494 -0.44
H -0.9417 -1.1862 -0.5994 0.40
H 1.6456 -1.0753 -1.7715 0.27
H 2.7094 0.2312 -1.3226 0.21
H -1.5231 0.6453 1.7534 0.25
H -1.6437 -1.0632 1.7105 0.24
H 2.0109 0.7433 1.8189 0.38
H -0.7413 0.7169 -1.9007 0.32
H -0.6173 1.6854 -0.4260 0.24
```

Calculated values
E_tot, eV: -8713.3462
HOMO energy, eV: -13.0
Total charge: +1
Relative energy (zero: lowest compared OMol25 entry of this formula, charge and spin), kJ/mol: 302.0